Record 1
This record from OMol25 describes C9H11FN2OS as an isolated structure. The level of theory is ωB97M-V/def2-TZVPD.

ORCA input file:
```
! RIJCOSX wB97M-V def2-TZVPD def2/J DEFGRID3
* xyz 0 1
C -1.58455 -3.56021 -0.36376
C -1.07770 -2.16019 -0.62714
F -1.56198 -1.72455 -1.87130
C -1.45689 -1.13136 0.43370
C -0.43058 -0.03004 0.53748
C -0.37138 0.99873 -0.34440
C 0.62658 2.02241 -0.26772
C 1.57103 2.01124 0.69938
C 1.55666 0.95326 1.63932
N 2.41034 0.75875 2.64998
S 1.95598 -0.57689 3.39195
N 0.67751 -1.00272 2.51244
C 0.55509 -0.06754 1.56245
H -1.34626 -3.87001 0.65119
H -1.10922 -4.25845 -1.05358
H -2.65827 -3.61466 -0.54799
H 0.01270 -2.17581 -0.71553
H -2.41018 -0.66678 0.17991
H -1.54441 -1.61023 1.40702
H -1.10964 1.03310 -1.13644
H 0.62470 2.81221 -1.00817
H 2.32225 2.78579 0.75681
O 1.46738 4.20195 -2.47002
H 1.91118 3.89501 -3.26678
H 0.96968 4.97698 -2.74878
*
```

HOMO	-8.75	eV
energy relative to the best compared isomer or geometry (same formula, charge and spin)	0.0	kcal/mol
frontier orbital gap	8.483	eV
F_max	0.470	eV/Å

These are the Mulliken partial charges, in e, on atoms 1 to 8: -1.402 0.510 -0.361 -1.270 0.392 -0.498 -0.644 -0.767

***

Record 2
This record from OMol25 describes one molecule with the formula C6H9N at a distorted geometry. The level of theory is ωB97M-V/def2-TZVPD.

ORCA input file:
```
! RIJCOSX wB97M-V def2-TZVPD def2/J DEFGRID3
* xyz 0 1
C -1.52829 -1.12626 -0.80990
C -0.53968 -0.09951 -0.41143
C 1.61953 -0.53304 0.53686
C 0.19242 -0.02884 0.91398
C 0.35537 1.47891 0.89795
N 0.58826 1.95062 -0.27051
C -0.20699 1.03463 -1.03734
H -2.39508 -1.05196 -0.14058
H -1.14048 -2.14831 -0.73317
H -1.85737 -0.94258 -1.83615
H 1.58315 -1.57458 0.17485
H 2.38994 -0.46542 1.30913
H -0.28549 -0.46469 1.80148
H 0.07339 2.17367 1.67196
H 1.86002 0.25461 -0.22409
H -0.70868 1.54274 -1.84305
*
```

HOMO	-8.05	eV
energy relative to the best compared isomer or geometry (same formula, charge and spin)	70.5	kcal/mol
frontier orbital gap	8.653	eV
F_max	2.134	eV/Å

These are the Mulliken partial charges, in e, on atoms 1 to 8: -1.184 0.337 -1.041 0.077 -0.199 -0.576 -0.454 0.261

***

Record 3
This record from OMol25 describes one molecule with the formula C14H11N3O3S at a distorted geometry. The level of theory is ωB97M-V/def2-TZVPD.

ORCA input file:
```
! RIJCOSX wB97M-V def2-TZVPD def2/J DEFGRID3
* xyz 0 1
O -1.57939 -0.19704 -1.08152
O 3.13227 0.64937 -1.51130
O 2.09983 1.99684 -3.31261
N 0.95666 -3.05738 -0.36021
C -0.75966 -0.99197 -0.67527
C 1.29226 -2.09330 -1.23492
C 0.17310 4.13768 1.22739
C -1.65162 -4.13453 2.07343
C -2.58845 -3.23502 1.89279
C -0.71458 3.28812 0.50092
C 1.55075 4.14704 0.98226
C -0.40884 -4.04807 1.28810
C -2.43416 -2.20249 0.95807
C -0.14223 2.53335 -0.56905
C 2.07437 3.39542 -0.05853
C -0.20255 -3.07270 0.36033
C -1.20078 -2.08810 0.28030
C 1.23662 2.49300 -0.76998
N 0.42966 -1.01279 -1.35480
N 0.63011 0.11352 -2.20576
S 1.89596 1.31260 -2.01125
H 2.18705 -2.14382 -1.80924
H -0.20968 4.84945 1.93017
H -1.87708 -4.99433 2.74700
H -3.58511 -3.33234 2.34849
H -1.76936 3.42665 0.49178
H 2.30324 4.59772 1.61736
H 0.27141 -4.91369 1.33963
H -3.16615 -1.38767 0.73656
H -0.80715 2.00402 -1.23693
H 3.13333 3.35884 -0.12813
H -0.26987 0.60160 -2.45505
*
```

HOMO	-8.93	eV
energy relative to the best compared isomer or geometry (same formula, charge and spin)	66.4	kcal/mol
frontier orbital gap	8.826	eV
F_max	5.235	eV/Å

These are the Mulliken partial charges, in e, on atoms 1 to 8: -0.709 -0.628 -0.617 -0.634 0.538 0.017 -0.303 -0.329

***

Record 4
This record from OMol25 describes a 15-piece molecular cluster, C80H205N15O25 overall at a distorted geometry. The level of theory is ωB97M-V/def2-TZVPD.

ORCA input file:
```
! RIJCOSX wB97M-V def2-TZVPD def2/J DEFGRID3
* xyz 0 1
C 3.02400 -7.37394 -5.08626
O 3.30380 -5.98631 -5.40740
C 4.50617 -5.51764 -4.85120
C 4.59034 -4.01078 -5.10036
N 5.74200 -3.40613 -4.43939
C 5.88515 -1.95569 -4.72885
C 4.72373 -1.17286 -4.26569
O 4.46176 -1.34377 -2.85997
C 5.45281 -0.96087 -1.93028
H 3.21058 -7.54543 -3.99650
H 3.68917 -8.01141 -5.62050
H 1.99158 -7.65407 -5.31067
H 5.46679 -5.95994 -5.19950
H 4.34050 -5.73695 -3.74235
H 3.64536 -3.60424 -4.75819
H 4.74099 -3.98686 -6.16816
H 5.70784 -3.69046 -3.42900
H 5.90188 -1.93057 -5.81542
H 6.82138 -1.62557 -4.26669
H 3.76299 -1.52675 -4.76650
H 4.96434 -0.12084 -4.50577
H 4.95694 -1.03131 -0.94433
H 5.76363 0.03105 -2.08984
H 6.37246 -1.60510 -1.97448
C 1.31449 1.01463 11.16488
O 0.59926 0.50147 10.05759
C -0.19542 1.51228 9.48591
C -1.04769 0.86665 8.42581
N -0.21294 0.19912 7.46383
C -0.73592 -0.90105 6.67517
C 0.48638 -1.70378 6.22902
O 1.26444 -2.11025 7.34406
C 0.50797 -3.06357 8.18100
H 0.56694 1.43868 11.78985
H 2.02297 1.76145 10.89260
H 1.79247 0.22938 11.74385
H 0.42039 2.30888 9.01290
H -0.77473 1.96499 10.30634
H -1.64763 1.65168 7.97161
H -1.87730 0.20428 8.97876
H 0.62246 -0.19443 7.99731
H -1.26415 -0.53472 5.74090
H -1.42524 -1.55792 7.29955
H 1.15670 -1.10765 5.61724
H 0.33776 -2.60107 5.65655
H -0.10251 -3.65808 7.51329
H -0.05576 -2.44552 8.89604
H 1.25202 -3.81285 8.60895
C 3.29238 3.69585 1.92034
O 3.19561 3.08871 3.16358
C 4.00086 1.93339 3.25729
C 3.62169 1.10612 4.44812
N 3.70383 1.79445 5.72679
C 3.57384 1.01079 6.91046
C 3.86242 1.87170 8.15141
O 2.98572 3.01430 8.28344
C 3.63095 4.08209 8.95109
H 2.81283 3.14338 1.10652
H 4.29861 3.74040 1.55405
H 2.89564 4.74095 2.03637
H 5.03991 2.28080 3.39952
H 3.81798 1.32948 2.35785
H 4.24090 0.21950 4.46671
H 2.65012 0.64125 4.29020
H 2.99465 2.53482 5.74925
H 4.43611 0.35517 6.90447
H 2.59748 0.49529 6.89834
H 4.94390 2.16085 8.13925
H 3.76811 1.23887 9.03273
H 4.40687 4.43978 8.28979
H 3.97949 3.79520 9.95964
H 2.84269 4.84575 8.98460
C -9.46401 -1.17252 -1.23344
O -9.60330 -0.77900 -2.54358
C -8.85103 0.29041 -2.97811
C -8.22641 -0.06005 -4.29986
N -7.24979 -1.04837 -4.19028
C -6.56443 -1.60611 -5.32844
C -5.58878 -2.72018 -4.86812
O -4.89108 -3.12934 -6.02861
C -3.95003 -4.14416 -5.77779
H -10.15469 -1.98721 -1.09246
H -9.63584 -0.37551 -0.55208
H -8.46178 -1.53454 -1.08561
H -8.10831 0.61027 -2.22354
H -9.47676 1.16425 -3.18135
H -7.79966 0.85232 -4.69031
H -9.14081 -0.25212 -4.95325
H -7.61569 -1.88771 -3.72785
H -5.90931 -0.93277 -5.92399
H -7.23575 -2.10747 -6.02118
H -6.00932 -3.65530 -4.34459
H -4.80640 -2.27303 -4.24118
H -3.56571 -4.39673 -6.78176
H -4.39479 -5.03276 -5.31137
H -3.15071 -3.81976 -5.13741
C -6.23304 0.93241 -0.12131
O -5.90916 1.19606 -1.45618
C -5.02154 0.10491 -1.91517
C -4.54737 0.62777 -3.30030
N -3.66024 1.69618 -3.02804
C -3.38248 2.41719 -4.30685
C -2.52620 1.56778 -5.21979
O -3.28871 0.54122 -5.75493
C -2.56094 -0.43192 -6.53552
H -6.65800 -0.07828 0.09205
H -6.91016 1.64194 0.26183
H -5.31612 1.01618 0.53463
H -5.62357 -0.79168 -1.94346
H -4.24516 0.00361 -1.18785
H -5.38072 0.87682 -3.97499
H -4.06099 -0.24284 -3.81375
H -4.14232 2.27574 -2.36575
H -2.87806 3.37058 -4.09922
H -4.28678 2.68444 -4.81787
H -1.71900 1.11881 -4.60482
H -2.01429 2.15496 -6.00028
H -3.24451 -1.25231 -6.68236
H -1.61912 -0.79298 -6.08761
H -2.30343 0.02043 -7.49020
C -3.27673 -1.68239 1.75061
O -2.88234 -2.98840 1.31566
C -3.00328 -3.99382 2.24939
C -2.34196 -5.23778 1.82285
N -0.94913 -5.12692 1.39833
C -0.05059 -5.02596 2.59808
C 1.37058 -5.23641 2.13134
O 1.49389 -6.42033 1.30989
C 2.12402 -7.52817 1.97084
H -2.93692 -1.09698 0.89081
H -2.76813 -1.32353 2.72092
H -4.37127 -1.67007 1.97129
H -4.05931 -4.14785 2.47073
H -2.60004 -3.67903 3.27579
H -2.87239 -5.61935 0.94950
H -2.49881 -5.98261 2.65661
H -0.63471 -5.89113 0.85751
H -0.36462 -5.80650 3.26329
H -0.18354 -4.03963 3.11839
H 2.11136 -5.11024 2.91190
H 1.66791 -4.38648 1.52108
H 2.67704 -7.17183 2.86239
H 2.90923 -7.90441 1.28635
H 1.38762 -8.23306 2.27306
C 9.24401 -1.12689 0.65545
O 8.30611 -0.20672 0.05558
C 7.83973 0.64192 1.11903
C 6.76431 1.45545 0.53188
N 7.18346 2.22081 -0.61187
C 6.11783 2.96528 -1.13943
C 6.39006 3.35836 -2.61305
O 6.72940 2.20409 -3.34738
C 7.02723 2.37386 -4.73897
H 9.82206 -0.73978 1.54343
H 9.93740 -1.42082 -0.11580
H 8.69925 -1.97499 0.99884
H 8.61727 1.32525 1.38480
H 7.49546 0.03513 2.00131
H 6.43015 2.16653 1.27570
H 5.85443 0.83572 0.29653
H 7.59845 1.61897 -1.31937
H 6.04447 3.95143 -0.56456
H 5.11799 2.48703 -1.08775
H 7.22475 4.02958 -2.52113
H 5.50334 3.90545 -2.97381
H 6.21472 2.92419 -5.26632
H 6.99242 1.32591 -5.16092
H 7.97808 2.79560 -4.91439
C 2.52917 -4.77454 5.80853
O 2.32243 -3.61072 4.96069
C 3.27118 -2.58136 5.19160
C 4.60003 -2.81514 4.53770
N 4.34488 -2.88315 3.10610
C 5.57460 -3.30805 2.46837
C 5.39466 -3.60198 0.99302
O 4.63198 -4.79495 0.92112
C 4.19036 -5.06674 -0.34237
H 3.17673 -5.50280 5.39818
H 1.50880 -5.24004 6.04702
H 2.84976 -4.44976 6.80285
H 3.32948 -2.33342 6.28123
H 2.77110 -1.74790 4.70724
H 5.08798 -3.72267 4.98813
H 5.14734 -1.91373 4.77947
H 3.54817 -3.54946 2.98577
H 6.07923 -4.11882 2.97757
H 6.26738 -2.45606 2.50863
H 6.35069 -3.61453 0.50102
H 4.82762 -2.79125 0.59395
H 3.70571 -4.20308 -0.83186
H 3.58807 -5.96181 -0.35008
H 5.13205 -5.21685 -0.88836
C 3.06442 6.07732 -1.60306
O 2.16423 5.36476 -2.39329
C 1.26733 4.55088 -1.56095
C -0.12347 4.66746 -2.12539
N -1.00733 5.63221 -1.52332
C -2.33398 5.61295 -2.16408
C -3.11395 6.86616 -1.73192
O -2.35611 8.00540 -2.04670
C -2.83119 9.30089 -1.87678
H 3.67189 5.42602 -0.92092
H 2.50231 6.72604 -0.90381
H 3.75370 6.61071 -2.27219
H 1.26677 4.67593 -0.45747
H 1.59159 3.53194 -1.81835
H -0.54869 3.66253 -1.93856
H -0.02165 4.66825 -3.21623
H -0.57232 6.55396 -1.72886
H -2.90053 4.73615 -1.81214
H -2.24870 5.53503 -3.31654
H -3.23773 6.76140 -0.61437
H -4.09834 6.87534 -2.28521
H -3.86943 9.40885 -2.10585
H -2.19517 10.00919 -2.45160
H -2.75855 9.63763 -0.84186
C -2.56389 5.89630 7.03365
O -1.55559 5.53461 6.15123
C -0.80495 4.47255 6.65195
C -0.36547 3.61013 5.41681
N -1.43542 2.74146 5.01039
C -1.26823 2.04866 3.72486
C -2.57449 1.65047 3.12387
O -3.50056 2.75537 2.94520
C -3.19298 3.66396 1.92110
H -2.07712 6.06331 8.01234
H -3.33337 5.08997 7.10678
H -3.02371 6.81274 6.66540
H -1.35715 3.86959 7.34597
H 0.10271 4.91439 7.04369
H 0.53828 3.09870 5.81466
H 0.06625 4.21212 4.58501
H -2.31078 3.19692 5.06873
H -0.81750 1.09858 3.90648
H -0.61032 2.63688 3.06958
H -3.08363 1.02319 3.90656
H -2.34406 1.03785 2.22682
H -2.25214 4.15709 2.08989
H -4.01265 4.41550 1.94922
H -3.08427 3.11941 0.93746
C 1.25986 2.49163 -6.39093
C 2.00986 3.16926 -5.19861
C 2.37328 2.14672 -4.07396
O 1.21033 1.57212 -3.56036
C 1.11814 0.17620 -3.79390
N 3.29247 3.74918 -5.67673
H 1.96813 1.79291 -6.83489
H 1.03948 3.22661 -7.20111
H 0.37049 1.94502 -6.07920
H 1.42199 4.00026 -4.83046
H 2.87084 2.64299 -3.26124
H 2.99700 1.39282 -4.52006
H 1.11553 -0.10862 -4.88499
H 0.20093 -0.03221 -3.30347
H 1.99723 -0.30778 -3.31126
H 3.06307 4.44519 -6.39310
H 3.53986 4.24715 -4.84417
C 1.21305 -3.50852 -4.32595
C 1.51816 -3.99266 -2.92908
C 0.71079 -3.25780 -1.87922
O -0.59638 -3.49976 -2.27095
C -1.57580 -2.65680 -1.71494
N 1.27969 -5.47945 -2.83219
H 1.26297 -2.39688 -4.31068
H 0.23673 -3.86330 -4.54934
H 1.87922 -3.83350 -5.09291
H 2.59036 -3.87866 -2.71909
H 0.95072 -2.18384 -1.95527
H 0.90803 -3.68854 -0.86505
H -2.46604 -2.73842 -2.32738
H -1.23429 -1.60373 -1.65888
H -1.87331 -3.00912 -0.72838
H 1.91157 -5.85675 -3.52212
H 0.28549 -5.61555 -3.05427
C -5.71293 -3.51433 -0.11011
C -5.62870 -4.04613 -1.52670
C -4.42994 -4.91821 -1.55656
O -4.20780 -5.38383 -2.86944
C -3.33590 -6.44726 -3.00287
N -6.84583 -4.73008 -1.91029
H -6.59107 -2.86254 0.00394
H -4.78912 -2.95509 0.00304
H -5.68251 -4.28264 0.64553
H -5.53540 -3.25760 -2.30341
H -4.63180 -5.73073 -0.84153
H -3.57508 -4.39912 -1.19956
H -3.72456 -7.23174 -2.34961
H -2.34128 -6.12420 -2.71001
H -3.25372 -6.77616 -4.08461
H -6.78203 -5.33939 -2.73971
H -7.19804 -5.27000 -1.18416
C -5.11083 7.16639 -5.62327
C -5.27020 5.68461 -5.73024
C -6.10254 5.16524 -4.58666
O -5.37124 5.33265 -3.43260
C -6.19567 5.19891 -2.15708
N -5.73026 5.38982 -7.08171
H -4.17621 7.51595 -6.07156
H -5.03612 7.41160 -4.55103
H -5.97164 7.68066 -6.08824
H -4.29386 5.19445 -5.56035
H -6.37203 4.12268 -4.72535
H -7.14700 5.56562 -4.63902
H -6.75738 4.24031 -2.03005
H -6.84504 6.05492 -1.96969
H -5.40688 5.38562 -1.38942
H -5.68404 4.43095 -7.26435
H -6.66680 5.71438 -7.26597
C 0.73479 -0.98430 2.82057
C 1.35375 -0.86527 1.40208
C 0.80780 0.41982 0.74254
O -0.52612 0.16754 0.38903
C -1.10847 1.08472 -0.56965
N 2.76891 -0.67830 1.53957
H 1.02749 -0.09684 3.39164
H 1.07104 -1.79201 3.42853
H -0.35825 -1.01500 2.71294
H 1.11213 -1.70747 0.69220
H 1.38775 0.76642 -0.18247
H 0.86119 1.29654 1.38033
H -0.49844 1.03242 -1.50456
H -1.22120 2.13725 -0.23705
H -2.10012 0.68681 -0.77508
H 3.18772 -0.76913 0.67770
H 3.30290 -1.21619 2.23661
*
```

HOMO	-8.25	eV
energy relative to the best compared isomer or geometry (same formula, charge and spin)	102.5	kcal/mol
frontier orbital gap	8.759	eV
F_max	3.612	eV/Å

These are the Mulliken partial charges, in e, on atoms 1 to 8: -0.883 -0.348 -0.377 -0.071 -0.194 -1.398 0.470 0.662

***

Record 5
This record from OMol25 describes a 2-piece molecular cluster, C4H4FN overall at a distorted geometry. The level of theory is ωB97M-V/def2-TZVPD.

ORCA input file:
```
! RIJCOSX wB97M-V def2-TZVPD def2/J DEFGRID3
* xyz 0 1
C 0.47393 1.93421 -0.70927
C 0.07619 -2.70792 1.00254
C -0.93040 -2.54402 0.43789
C 0.02995 0.94042 -0.01232
N 0.64851 2.86500 -1.48954
F -1.97715 -2.13724 -0.19465
H 0.90259 -2.98530 1.60669
H 0.99984 3.79041 -1.15069
H -0.99939 0.71573 0.24184
H 0.77594 0.12872 0.26751
*
```

HOMO	-9.05	eV
energy relative to the best compared isomer or geometry (same formula, charge and spin)	95.9	kcal/mol
frontier orbital gap	9.824	eV
F_max	3.790	eV/Å

These are the Mulliken partial charges, in e, on atoms 1 to 8: 0.578 -0.296 0.202 -0.798 -0.462 -0.232 0.332 0.283